*1*
Computed, not measured: a single C6H9N molecule, with ωB97M-V with the def2-TZVPD basis set.

Calculated values
Spin multiplicity   1
Kohn-Sham gap   9.5 eV
SMILES   C=NC(C)=C=CC

Each line ends with the natural charge from an NBO analysis.
Atoms and positions in Å:
C 0.380 -0.468 -0.131  0.0020
C -1.814 2.007 -0.456  -0.0305
C 1.523 -0.885 -0.451  -0.2102
C -0.854 -0.106 -0.013  0.0565
C 2.958 -0.346 -0.350  -0.6368
C -1.748 -0.780 1.049  -0.6324
N -1.588 0.871 -0.894  -0.3742
H -1.957 2.344 0.520  0.1455
H -2.334 2.734 -1.095  0.1540
H 1.344 -1.841 -0.967  0.2104
H 3.449 -0.157 0.630  0.2221
H 2.990 0.585 -0.838  0.2217
H 3.442 -1.106 -0.865  0.2171
H -1.110 -1.245 1.756  0.2204
H -2.444 -0.040 1.647  0.2102
H -2.236 -1.567 0.459  0.2240

*2*
Computed, not measured: a single C6H9N molecule, with ωB97M-V with the def2-TZVPD basis set.

Calculated values
Spin multiplicity   1
Kohn-Sham gap (alpha / beta)   8.4 / 8.4 eV

Each line ends with the natural charge from an NBO analysis.
Atoms and positions in Å:
C 1.276 1.335 0.278  -0.5915
C 0.739 -0.023 -0.185  -0.3181
C -0.446 -0.538 0.679  -0.3916
C -1.757 -0.069 0.038  -0.5980
C -1.858 -0.223 -1.424  -0.0007
C 1.805 -1.033 -0.257  0.2862
N 2.613 -1.859 -0.326  -0.3199
H 2.000 1.731 -0.439  0.2258
H 1.762 1.251 1.254  0.2188
H 0.449 2.048 0.361  0.2168
H -0.340 -0.172 1.708  0.2184
H -0.427 -1.631 0.723  0.2263
H -2.598 -0.756 0.296  0.2891
H -2.083 0.918 0.389  0.2188
H -1.280 -1.149 -1.659  0.0825
H 0.380 0.107 -1.221  0.2371

*1* ends up most stable, edging out the next structure by 0.0180 hartree.

*1*
Computed, not measured: a single C6H9N molecule, with ωB97M-V with the def2-TZVPD basis set.

Calculated values
Spin multiplicity   1
Kohn-Sham gap   9.0 eV
SMILES   Cc1ccc(C)[nH]1

Each line ends with the natural charge from an NBO analysis.
Atoms and positions in Å:
C -2.532 -0.387 0.089  -0.6432
C -1.117 0.117 0.027  0.1275
C -0.632 1.375 0.197  -0.2678
C 0.807 1.325 0.115  -0.2986
C 1.147 0.024 -0.051  0.1456
C 2.445 -0.714 -0.022  -0.6419
N -0.022 -0.748 -0.154  -0.5764
H -2.584 -1.418 0.458  0.2236
H -3.138 0.229 0.764  0.2259
H -3.019 -0.356 -0.891  0.2146
H -1.224 2.258 0.398  0.2137
H 1.488 2.164 0.145  0.2180
H 2.343 -1.716 -0.455  0.2164
H 3.236 -0.177 -0.550  0.2211
H 2.737 -0.856 1.026  0.2261
H 0.063 -1.120 -1.097  0.3953

*2*
Computed, not measured: a molecular structure, C6H9N, with ωB97M-V with the def2-TZVPD basis set.

Calculated values
Spin multiplicity   1
Kohn-Sham gap   9.6 eV

Each line ends with the natural charge from an NBO analysis.
Atoms and positions in Å:
C -2.554 -0.418 0.074  -0.6373
C -1.124 0.025 0.113  0.1219
C -0.627 1.317 0.310  -0.2561
C 0.750 1.279 0.119  -0.2533
C 1.087 -0.054 -0.164  -0.0510
C 2.416 -0.740 -0.040  -0.6169
N -0.124 -0.853 -0.132  -0.4766
H -2.622 -1.493 0.261  0.2286
H -3.145 0.105 0.833  0.2189
H -3.013 -0.215 -0.902  0.2163
H -1.221 2.195 0.538  0.2178
H 1.448 2.105 0.182  0.2232
H 2.414 -1.697 -0.570  0.2257
H 3.217 -0.115 -0.445  0.2198
H 2.636 -0.942 1.014  0.2199
H 0.461 -0.498 -1.192  0.3992

*3*
Computed, not measured: a single C6H9N molecule, with ωB97M-V with the def2-TZVPD basis set.

Calculated values
Spin multiplicity   1
Kohn-Sham gap   7.7 eV

Each line ends with the natural charge from an NBO analysis.
Atoms and positions in Å:
C 1.926 1.449 -0.568  -0.6549
C 1.013 0.318 -0.201  0.0972
C 1.072 -0.527 0.885  -0.4006
C -1.652 -0.390 1.002  -0.5587
C -0.085 -1.361 0.638  -0.1672
C -0.802 -0.953 -0.546  0.0062
N -0.068 0.052 -1.076  -0.5639
H 2.749 1.467 0.149  0.2482
H 1.419 2.423 -0.531  0.2083
H 2.343 1.330 -1.577  0.2088
H -2.661 -0.665 0.681  0.2178
H -1.459 0.679 0.921  0.2372
H -1.550 -0.684 2.048  0.2528
H -0.313 -2.301 1.137  0.2273
H -1.554 -1.474 -1.126  0.2342
H -0.378 0.637 -1.838  0.4074

*4*
Computed, not measured: a single C6H9N molecule, with ωB97M-V with the def2-TZVPD basis set.

Calculated values
Spin multiplicity   1
Kohn-Sham gap   10.2 eV
SMILES   CC#CC[C@H]1CN1

Each line ends with the natural charge from an NBO analysis.
Atoms and positions in Å:
C 2.911 0.559 1.873  -0.6828
C 1.644 0.718 1.174  0.0033
C 0.727 0.340 0.490  -0.0333
C -0.091 -0.599 -0.280  -0.4726
C -1.540 -0.244 -0.443  -0.0765
C -1.994 0.490 -1.639  -0.2606
N -2.212 -0.955 -1.522  -0.5917
H 3.038 0.940 2.885  0.2309
H 3.771 0.864 1.254  0.2342
H 2.752 -0.525 1.987  0.2440
H -0.002 -1.580 0.212  0.2270
H 0.359 -0.720 -1.272  0.2369
H -2.083 -0.078 0.487  0.1971
H -1.261 0.782 -2.389  0.1968
H -2.842 1.161 -1.539  0.1953
H -3.176 -1.152 -1.276  0.3523

*1* ends up most stable, edging out the next structure by 0.0511 hartree.